Molecular formula: C3H7NO
Method: DFT, ωB97M-V with the def2-TZVPD basis set

Its relative energy (zero: lowest compared OMol25 entry of this formula, charge and spin) is 4.1381 eV. Its SMILES is C=NC.C=O. As for the HOMO-LUMO gap: 9.95 eV.

Atoms and positions in Å:
O1 -0.1550 -0.2375 -4.8840
C1 -0.0277 0.5117 -3.9727
H1 0.9284 0.8976 -3.6744
H2 -0.9666 0.6334 -3.3821
C2 -0.7959 -0.0834 2.7892
C3 0.9332 -0.3927 1.0428
N1 0.4243 0.2784 1.9789
H3 -1.3271 -0.9326 2.4701
H4 -1.6839 0.6031 2.8031
H5 -0.2602 -0.1877 3.7702
H6 1.9285 0.1458 0.6486
H7 1.0023 -1.2360 0.4101

Cartesian forces (eV/Å) of the 2 atoms listed first:
O 0.515 -0.759 -1.643
C -1.878 -0.803 0.935

---

Molecular formula: C50H45F9N5O3P3SbSe2Ti
Method: DFT, ωB97M-V with the def2-TZVPD basis set

Its total charge is +2. As for the multiplicity: 2. Its relative energy (zero: lowest compared OMol25 entry of this formula, charge and spin) is 3.9959 eV. As for the expectation value of S²: 0.754. As for the HOMO-LUMO gap (alpha / beta): 5.54 / 5.37 eV.

Atoms and positions in Å:
Ti1 -0.9748 0.4690 0.0168
Se1 -5.8860 -3.7980 -3.3461
P1 -3.8590 -3.9778 -2.4537
C1 -3.7585 -5.5551 -1.5225
C2 -3.8313 -6.7970 -2.1967
C3 -3.8814 -7.9947 -1.4521
C4 -3.8417 -7.9361 -0.0172
C5 -3.7876 -6.6872 0.6102
C6 -3.8038 -5.5589 -0.1743
C7 -2.7134 -3.7625 -3.7517
C8 -2.5620 -2.4947 -4.3130
C9 -1.7096 -2.2909 -5.3812
C10 -1.2152 -3.4393 -6.0435
C11 -1.4109 -4.6853 -5.4961
C12 -2.0887 -4.8932 -4.3027
C13 -3.4597 -2.5421 -1.3816
C14 -2.2432 -2.1429 -0.8062
N1 -2.4472 -0.7881 -0.4196
N2 -3.6989 -0.4182 -0.7852
N3 -4.3499 -1.4942 -1.2385
P2 -0.8654 -3.0153 -0.0593
Se2 0.5272 -1.3497 0.7624
C15 -1.3435 -3.6144 1.5903
C16 -0.4253 -4.3310 2.3714
C17 -0.6935 -4.6278 3.7383
C18 -1.8496 -4.1660 4.3491
C19 -2.7693 -3.4294 3.6159
C20 -2.5470 -3.2642 2.2396
C21 0.2038 -4.1134 -0.9164
C22 0.3267 -5.5284 -0.6915
C23 1.3711 -6.2226 -1.3225
C24 2.0649 -5.6239 -2.3736
C25 1.9959 -4.2561 -2.6083
C26 1.0514 -3.5111 -1.8835
H1 -3.9606 -6.9051 -3.2673
H2 -3.8723 -8.9520 -2.0170
H3 -3.6675 -8.7936 0.5808
H4 -3.7897 -6.6265 1.6930
H5 -4.0233 -4.6306 0.3115
H6 -3.0996 -1.6501 -3.8453
H7 -1.5536 -1.2728 -5.6658
H8 -0.6264 -3.3047 -6.9161
H9 -0.8362 -5.4753 -5.9820
H10 -2.1590 -5.8048 -3.6662
H11 0.5535 -4.5985 1.9545
H12 0.1422 -5.0969 4.2712
H13 -1.9411 -4.3235 5.4123
H14 -3.6983 -3.0863 4.0579
H15 -3.3541 -2.7778 1.5910
H16 -0.2883 -6.0599 0.0699
H17 1.6218 -7.2480 -1.0335
H18 2.6144 -6.3379 -3.0210
H19 2.8278 -3.8570 -3.1795
H20 1.0565 -2.3788 -1.8759
N4 -4.7761 2.2529 -0.2334
C27 -4.5907 2.8989 1.1704
P3 -2.8932 2.6152 1.8364
O1 -2.2401 3.8771 2.4445
O2 -2.1867 1.9446 0.6441
C28 -3.1370 1.4206 3.1619
N5 -2.0870 1.8650 4.2107
H21 -5.6190 2.5054 -0.7234
H22 -4.7422 1.2012 -0.2270
H23 -4.0533 2.6075 -0.8382
H24 -5.3664 2.4172 1.7389
H25 -4.6913 4.0075 1.1076
H26 -2.9155 0.3447 2.9148
H27 -4.1761 1.5071 3.5617
H28 -2.5090 2.3275 5.0062
H29 -1.5584 2.6397 3.7366
H30 -1.4688 1.1129 4.5474
F1 0.5003 6.0940 5.4303
C29 1.2963 5.3741 4.5774
C30 0.6520 4.8732 3.3612
C31 1.4810 4.1620 2.5326
C32 2.8650 4.1856 2.5856
C33 3.4674 4.8837 3.6096
C34 2.7005 5.4634 4.6640
Sb1 3.8019 3.4653 0.6277
C35 4.1313 5.4235 -0.2715
C36 4.0547 6.5817 0.5427
C37 4.6146 7.8065 0.1348
C38 5.3638 7.7366 -1.0588
F2 6.1838 8.7883 -1.3835
C39 5.2901 6.6508 -1.9838
C40 4.7378 5.4224 -1.4804
C41 5.6655 3.2329 1.7537
C42 5.8506 2.0935 2.5504
C43 7.0598 2.0069 3.2964
C44 8.0171 3.0189 3.2822
F3 9.1477 2.9075 4.0562
C45 7.8322 4.2130 2.5147
C46 6.6475 4.2702 1.7956
H31 -0.4206 4.9722 3.1907
H32 1.0494 3.4816 1.8730
H33 4.5600 5.0139 3.6673
H34 3.2211 5.7683 5.5449
H35 3.5234 6.5993 1.5372
H36 4.6695 8.7147 0.7342
H37 5.8329 6.6384 -2.9428
H38 4.8619 4.4865 -2.0703
H39 5.0931 1.3323 2.5434
H40 7.2306 1.0722 3.8302
H41 8.5034 5.0608 2.5173
H42 6.3997 5.1871 1.2508
C47 1.1626 2.3313 -2.8679
C48 -0.3221 1.9521 -2.5436
O3 -0.2951 1.5200 -1.2108
C49 -1.3336 3.1683 -2.6738
F4 -1.7297 3.3074 -3.9614
F5 -0.7451 4.2804 -2.2685
F6 -2.5048 2.9726 -1.9497
C50 -0.6743 0.7276 -3.4270
F7 -2.0115 0.4070 -3.3269
F8 0.0897 -0.3246 -3.0775
F9 -0.4699 1.0703 -4.7230
H43 1.5320 2.8957 -1.9533
H44 1.2791 2.8017 -3.8591
H45 1.6777 1.3839 -2.8589

Cartesian forces (eV/Å) of the 2 atoms listed first:
Ti 0.069 1.452 0.574
Se 1.743 -0.080 0.994

---

Molecular formula: C52H80Cl38O3S
Method: DFT, ωB97M-V with the def2-TZVPD basis set

As for the HOMO-LUMO gap: 7.48 eV.

Atoms and positions in Å:
C1 5.6645 0.0599 -4.0954
C2 4.3052 -0.7276 -3.8850
C3 3.0513 0.1329 -4.1985
C4 2.8568 0.7885 -5.5143
C5 3.8440 0.6472 -6.7033
C6 4.1257 -0.8313 -7.1437
C7 3.0509 -1.4591 -8.0954
C8 3.1366 -0.8910 -9.5760
C9 1.5651 -1.3375 -7.6215
C10 1.2061 -2.0070 -6.2483
C11 2.1387 -3.1451 -5.7678
C12 1.8093 -3.7514 -4.5963
C13 2.8374 -4.2490 -3.5435
C14 0.2937 -4.0254 -4.2636
C15 1.6697 1.6189 -5.7375
C16 0.6475 1.8469 -4.7184
C17 -0.5240 2.7805 -5.0864
C18 -1.1247 2.2207 -6.5220
C19 -2.3815 1.2011 -6.3437
O1 -2.4609 2.6878 -6.8547
C20 0.8288 1.1735 -3.4557
C21 2.0094 0.3277 -3.1975
C22 2.0506 -0.3228 -1.8026
O2 2.4064 -1.4158 -1.5726
C23 1.5334 0.5132 -0.5948
C24 2.1435 0.4313 0.7021
C25 1.5466 1.2352 1.7732
C26 2.1971 1.1036 3.1789
C27 0.3890 2.0969 1.5047
C28 -0.2374 2.9474 2.6383
C29 0.4737 4.3296 2.8285
C30 1.6857 4.3057 3.8493
S1 3.2531 4.2719 2.8755
C31 -0.2140 2.1546 0.1688
C32 0.3625 1.3543 -0.8864
C33 -0.2286 1.3282 -2.3257
O3 -1.3819 1.3901 -2.5095
H1 5.8666 0.3027 -5.1580
H2 5.5856 0.9568 -3.4380
H3 6.5276 -0.5663 -3.7521
H4 4.2750 -0.9308 -2.7837
H5 4.2994 -1.7214 -4.3738
H6 3.3782 1.1501 -7.5925
H7 4.7949 1.2109 -6.5364
H8 5.0848 -0.8184 -7.7287
H9 4.2940 -1.5375 -6.3061
H10 3.2764 -2.5515 -8.2044
H11 2.5308 0.0291 -9.7195
H12 4.1904 -0.7932 -9.9268
H13 2.6780 -1.6649 -10.2467
H14 0.9237 -1.7815 -8.4273
H15 1.3181 -0.2450 -7.6191
H16 0.1937 -2.4712 -6.3867
H17 1.0504 -1.2244 -5.4665
H18 3.0220 -3.5473 -6.2947
H19 2.2788 -4.3449 -2.5785
H20 3.2529 -5.2507 -3.7990
H21 3.6714 -3.5483 -3.3446
H22 -0.3248 -3.0898 -4.2047
H23 -0.1234 -4.7787 -4.9758
H24 0.2361 -4.5025 -3.2519
H25 1.5713 2.1134 -6.7216
H26 -0.1488 3.8048 -5.3025
H27 -1.3794 2.7510 -4.3890
H28 -0.3858 1.9988 -7.3615
H29 -2.8886 0.7863 -7.2266
H30 -2.8627 1.5044 -5.3974
H31 3.0036 -0.2238 0.9030
H32 2.3143 0.0285 3.4561
H33 1.5078 1.5365 3.9281
H34 3.2023 1.5702 3.1664
H35 -0.2788 2.4234 3.6161
H36 -1.2920 3.1607 2.3452
H37 0.8212 4.7826 1.8778
H38 -0.2687 5.0488 3.2688
H39 1.6650 5.2794 4.3956
H40 1.6089 3.5110 4.6182
H41 2.8754 3.7241 1.6768
H42 -1.1020 2.7796 -0.0591
C34 -3.6675 -2.1099 1.8656
Cl1 -4.7839 -3.4643 1.6517
Cl2 -3.1923 -1.9468 3.5548
H43 -2.7833 -2.2828 1.2664
H44 -4.1564 -1.1959 1.5450
C35 0.9695 -3.5124 7.7427
Cl3 0.1196 -3.0834 6.2550
Cl4 2.5457 -2.7105 7.8324
H45 0.3701 -3.2033 8.5921
H46 1.1172 -4.5875 7.7672
C36 -1.7688 -0.5376 8.3959
Cl5 -2.0897 -2.2793 8.5207
Cl6 -1.4726 -0.0454 6.7244
H47 -2.6290 0.0047 8.7744
H48 -0.8920 -0.2999 8.9899
C37 6.3143 -2.3704 7.8960
Cl7 7.9204 -1.9304 8.4876
Cl8 5.1293 -1.1078 8.2495
H49 6.3628 -2.5156 6.8218
H50 6.0011 -3.2903 8.3791
C38 -3.0428 -2.5733 -5.3529
Cl9 -3.8952 -1.8248 -6.7083
Cl10 -1.6656 -1.5938 -4.8381
H51 -3.7303 -2.6787 -4.5207
H52 -2.6821 -3.5510 -5.6608
C39 -5.6264 -6.2193 3.6649
Cl11 -5.7454 -7.4036 4.9714
Cl12 -7.0909 -6.2111 2.6692
H53 -5.4883 -5.2325 4.0949
H54 -4.7773 -6.4703 3.0378
C40 5.7343 4.0805 5.9027
Cl13 7.2421 4.6051 6.6625
Cl14 4.3434 4.9486 6.5651
H55 5.7916 4.2724 4.8361
H56 5.6024 3.0179 6.0799
C41 -10.0692 -4.5475 3.5284
Cl15 -11.4495 -5.1737 2.6201
Cl16 -9.9511 -2.7882 3.3826
H57 -10.1894 -4.8072 4.5752
H58 -9.1611 -4.9952 3.1373
C42 7.7213 -2.9484 -2.2372
Cl17 6.7738 -3.0272 -3.7326
Cl18 7.7519 -1.3146 -1.5623
H59 7.2787 -3.6188 -1.5079
H60 8.7391 -3.2569 -2.4515
C43 -11.1613 -4.4326 -1.0724
Cl19 -9.4390 -4.7943 -0.9128
Cl20 -11.8991 -5.3737 -2.3745
H61 -11.6579 -4.6735 -0.1390
H62 -11.2791 -3.3765 -1.2915
C44 5.5810 3.5051 -4.6384
Cl21 5.7636 5.2646 -4.7212
Cl22 3.8771 3.0297 -4.5884
H63 6.0425 3.0633 -5.5167
H64 6.0743 3.1437 -3.7424
C45 -0.0430 2.3631 11.1054
Cl23 -0.3626 0.6297 11.2211
Cl24 0.2467 2.8513 9.4308
H65 -0.9016 2.9057 11.4869
H66 0.8356 2.5982 11.6986
C46 -7.5868 -0.3684 5.1006
Cl25 -5.9185 -0.8470 4.7632
Cl26 -7.8523 -0.1357 6.8336
H67 -7.7968 0.5642 4.5842
H68 -8.2537 -1.1457 4.7436
C47 -0.7435 7.3709 1.4850
Cl27 -1.8673 6.0154 1.2569
Cl28 -0.2792 7.4633 3.1876
H69 0.1488 7.2167 0.8852
H70 -1.2378 8.2984 1.1795
C48 -5.5190 2.6008 4.3262
Cl29 -6.4104 3.0874 2.8751
Cl30 -4.0164 3.5151 4.4916
H71 -6.1432 2.7929 5.1936
H72 -5.2930 1.5387 4.2813
C49 0.4437 -7.6565 -6.7298
Cl31 0.6789 -5.9846 -7.2546
Cl32 -0.5397 -7.7421 -5.2627
H73 -0.0572 -8.2059 -7.5201
H74 1.4130 -8.1008 -6.5289
C50 1.8392 -1.9232 12.9679
Cl33 0.7986 -2.3452 11.6002
Cl34 2.1749 -0.1886 13.0120
H75 1.3416 -2.2087 13.8887
H76 2.7773 -2.4598 12.8736
C51 -4.9108 4.2323 -0.6373
Cl35 -3.9728 3.8427 0.8076
Cl36 -3.9102 4.1635 -2.0930
H77 -5.7214 3.5168 -0.7332
H78 -5.3133 5.2349 -0.5340
C52 -1.2645 9.9503 -1.4683
Cl37 -2.3567 8.5839 -1.7193
Cl38 -0.7876 10.0864 0.2301
H79 -0.3746 9.8051 -2.0719
H80 -1.7679 10.8639 -1.7662

Cartesian forces (eV/Å) of the 2 atoms listed first:
C -0.356 -0.690 0.268
C 0.351 0.887 0.993